(1)
C21H26BrI2NO8PY | wB97M-V/def2-TZVPD

```
61
C21H26BrI2NO8PY (wB97M-V/def2-TZVPD)
H 5.0757 1.8689 -1.9285
C -3.0416 -2.7898 -1.0982
H -2.0739 -2.3381 1.4512
C -1.6175 3.2112 -0.5428
H 1.8722 -3.8382 -0.7668
H 3.2375 -1.6334 -0.4307
H 1.1462 -3.4043 2.8546
O -0.6277 -2.9467 -0.8529
I -0.1952 0.5715 -2.8317
H 2.7639 -4.6162 0.5502
C -4.8517 5.1092 -0.2918
C 4.9133 1.7898 0.2274
C 4.0338 1.6475 1.2845
C 1.9065 -3.9841 0.3147
O 0.4476 1.4907 1.8709
C 4.4216 1.7682 -1.0701
H -5.8840 4.8710 -0.0693
C 2.6884 1.4949 1.0127
H 5.9745 1.9070 0.4082
H -3.9918 -3.2548 -0.8235
H -1.7016 -5.0374 -1.8811
H 2.6391 1.6034 -2.2537
C 3.3286 -1.9577 0.6084
O -2.0882 2.0292 -0.3832
C -1.9124 -3.5011 -0.3820
H 2.0783 -1.9100 3.0623
C -3.1547 6.7096 -0.8599
C 3.0649 1.6182 -1.2608
H -2.8554 7.7251 -1.0836
I -1.3268 2.4945 -4.4552
C -4.4729 6.4167 -0.5530
H -1.0203 -5.4670 -0.3003
H -1.1853 -3.8672 1.6186
C 1.7044 1.2755 2.1746
H 0.9976 -4.5044 0.6192
Br -0.4623 6.2669 -1.3896
H -5.2045 7.2166 -0.5232
H -2.7786 -5.4573 -0.5324
P 0.0148 -1.5808 -0.4670
Y -0.1107 1.2849 -0.0579
O 0.8889 -1.0844 -1.6035
C -2.1995 5.7038 -0.8928
O -0.3638 3.3606 -0.6310
H 2.9245 -3.4623 2.8539
N 2.2046 1.4835 -0.2444
H -4.1647 3.0821 -0.1186
C -2.5583 4.3809 -0.6068
C 2.0524 -2.8747 2.5518
H 4.1791 -2.6391 0.6898
H -3.0781 -1.7351 -0.8291
H 4.3511 1.6403 2.3169
H -2.9467 -3.8815 1.4448
H -2.9115 -2.8741 -2.1788
H 3.5207 -1.0896 1.2410
C 2.0660 -2.6674 1.0545
C -3.8970 4.1082 -0.3212
O 2.1556 0.9102 3.2337
O 0.9301 -1.7477 0.8032
C -2.0310 -3.3813 1.1260
C -1.8462 -4.9573 -0.8014
O -1.0280 -0.5571 -0.0563
```

## Properties
relative energy (zero: lowest compared OMol25 entry of this formula, charge and spin) = 163.4 kJ/mol
E_HOMO = -8.89 eV
HOMO-LUMO gap = 8.2500 eV
charge = 0

Just the Mulliken charges please, in e? Sure, here they are: 0.4334 -1.6660 0.2734 1.3243 0.3706 0.2727 0.3492 -0.2458 0.2160 0.5710 -0.6762 -0.3304 -0.6970 -1.5665 -0.8344 -0.7506 0.3903 0.4536 0.4259 0.4723 0.3693 0.3722 -1.3800 -0.6093 1.5975 0.2852 -0.5019 -0.3702 0.4137 -0.2595 -0.4650 0.3546 0.2181 0.6015 0.1721 -0.1484 0.3709 0.4136 0.8122 0.9236 -0.9168 0.1530 -0.5557 0.3998 0.5386 0.4332 0.0051 -1.6001 0.5196 0.2761 0.5344 0.5306 0.3616 0.2362 1.4979 -0.3798 -0.6680 -0.1193 -1.3967 -1.6068 -0.1990

---

(2)
C21H26BrIN2O5Ru | wB97M-V/def2-TZVPD

```
57
C21H26BrIN2O5Ru (wB97M-V/def2-TZVPD)
N 3.7221 -0.7527 -1.4083
C -3.3506 -0.0539 -2.4799
C -0.4034 -4.4607 0.3043
C -3.5674 2.4313 -2.0756
C 1.0126 5.4767 -0.5814
H -1.9729 -2.8941 -0.9325
C -1.4094 -2.2703 -0.2429
C 0.0238 4.5208 -0.4257
I 3.6543 2.7070 -0.8863
H -2.6720 -0.9041 -2.4741
N -1.5515 6.2243 -0.1115
Br 1.9831 8.1815 -0.6082
Ru -0.2707 0.5133 -0.4573
H 2.3418 -3.7770 4.1319
H -0.9919 8.1893 -0.1769
C -0.6602 7.1616 -0.2485
H -4.1773 -0.2484 -1.8025
C 0.0566 -1.2176 2.0998
C 3.4151 0.9231 0.3054
C 1.7605 -2.9711 3.6927
H -3.7474 0.0841 -3.4812
H -0.9315 -4.8588 -0.5501
O 0.2294 2.3778 -1.4892
H -4.3328 2.3122 -1.3119
C 0.9771 -3.4680 2.5248
H -2.1145 -1.7015 0.3707
H -0.8059 -1.5411 -0.8529
C 0.3452 -5.3358 1.1038
O 1.6523 -0.4018 -0.6341
O -0.5399 -0.3132 1.5024
C 1.0338 -4.8087 2.1981
H 0.5340 -6.9595 -0.2591
H 1.1034 -7.3166 1.3869
H 1.1006 -2.5792 4.4659
O -2.0469 1.0614 -0.8079
H 4.3956 0.6772 0.7087
H 0.5093 -0.9444 3.0653
C 0.2569 3.0283 -0.4123
H 1.6293 -5.4732 2.8058
H -4.0422 2.4811 -3.0511
C 0.3611 -6.7836 0.8014
O 0.4118 2.4854 0.6900
H 2.0371 5.1888 -0.7686
H 2.4517 -2.1831 3.3985
C 0.6827 6.8259 -0.4769
H -1.7919 1.4151 -2.7786
H -3.0286 3.3602 -1.9076
H 3.3867 -1.4194 -2.0918
C 0.1814 -2.5921 1.7236
C 2.8671 -0.1259 -0.6148
H -2.0930 4.2561 0.0094
H -0.6172 -7.2113 1.0333
H 4.7077 -0.5271 -1.4079
C -0.5132 -3.1160 0.5957
C -2.6084 1.2262 -2.0373
H 2.7020 1.1564 1.0984
C -1.2829 4.9468 -0.1694
```

## Properties
E_HOMO (alpha / beta) = -13.72 / -13.70 eV
multiplicity = 5
HOMO-LUMO gap (alpha / beta) = 4.7645 / 4.0655 eV
charge = +2

Just the Mulliken charges please, in e? Sure, here they are: -0.2707 -1.2264 -1.0250 -1.5816 -0.0180 0.4896 -0.9271 0.5136 0.2605 0.2296 -0.5659 -0.1239 1.0046 0.3758 0.4178 -0.1490 0.3759 -0.2178 -1.0982 -1.8370 0.4512 0.4435 -0.6401 0.3810 1.0279 0.3456 0.1964 0.4503 -0.7076 -0.6217 -0.8813 0.3913 0.3798 0.4348 -0.5432 0.5437 0.5003 1.3334 0.3756 0.4492 -1.5463 -0.5232 0.1203 0.3783 -0.2346 0.2147 0.3756 0.2709 0.2782 0.5958 0.7022 0.3480 0.2364 1.2592 0.8412 0.3143 -0.5680

---

(3)
C21H26BrN3O3PPb | wB97M-V/def2-TZVPD

```
56
C21H26BrN3O3PPb (wB97M-V/def2-TZVPD)
C 2.1108 2.0472 2.8774
H 0.0655 4.6996 -1.9707
C -4.6161 0.0668 2.4649
H 3.6730 -3.5794 -1.3194
C 3.7778 1.8085 1.1844
P 0.4568 -2.3316 -0.3530
H 1.7269 2.2580 3.8499
C 2.8421 1.3473 0.3169
C 0.7318 1.0641 -4.1991
C -0.1441 1.2904 2.4202
N 1.5233 1.1843 0.6762
H 0.3845 2.1511 -6.1555
Br -6.1323 -1.2190 4.5691
H 3.0487 1.1157 -0.7160
C -4.5601 -0.4993 3.7308
H -3.4984 0.8430 0.8145
H 0.0728 4.2927 -4.5291
N 0.7058 1.4912 -2.8757
H 3.2767 -2.6346 0.1458
H 4.8371 1.9763 0.8843
H -0.7914 3.3750 -1.1424
C 3.3816 2.3043 2.4600
H -0.0485 -0.9242 -4.4449
H 4.1451 2.8469 3.0262
H 0.9801 3.4585 -1.0561
H -0.4465 -4.2447 2.3864
C -2.1664 0.2201 2.3537
H 1.7069 -0.8468 -4.1767
C -3.3135 -0.7312 4.3199
H 1.0193 -0.3348 -5.7719
H -0.5784 -3.0283 -2.9074
H -1.1263 -0.5735 4.0731
O 0.6691 -3.1029 1.0678
C -3.4302 0.3803 1.7822
Pb -0.2860 0.3189 -0.6725
C 2.9286 -3.4182 -0.5259
H -0.1382 -2.5626 2.8643
H -2.1728 -3.6511 -2.2861
C -2.1224 -0.4420 3.6183
H -5.5830 0.3543 2.0745
H -1.3846 -2.8880 1.7525
H -1.9006 -1.9653 -2.3461
N -1.0531 0.7267 1.6804
H -0.3639 1.7891 3.3802
C 0.3731 2.8197 -2.8854
C 1.1901 1.4798 1.9637
C 0.1346 3.6530 -1.6771
C 0.2412 3.2715 -4.2445
H -3.2532 -1.0830 5.3393
O 1.7164 -2.9568 -1.1728
O -0.8993 -3.0398 -0.8196
C -1.4016 -2.8900 -2.1421
H 2.7670 -4.3616 0.0132
C 0.4909 2.2113 -5.0569
C 0.8489 -0.2983 -4.6893
C -0.4158 -3.2385 2.0463
```

## Properties
relative energy (zero: lowest compared OMol25 entry of this formula, charge and spin) = 167.0 kJ/mol
E_HOMO = -8.20 eV
HOMO-LUMO gap = 3.2222 eV
charge = +1

Just the Mulliken charges please, in e? Sure, here they are: -0.8520 0.3754 -0.5376 0.2442 -0.5818 0.9148 0.4886 -0.5769 0.2473 -0.2958 0.2213 0.3371 -0.1359 0.5897 -0.0181 0.4437 0.4130 -0.0564 0.2905 0.3776 0.1254 -0.5075 0.0583 0.4356 0.1954 0.3581 -0.0136 0.1639 -0.7339 0.3650 0.3295 0.4873 -0.4456 -0.4045 1.0481 -0.6309 0.2214 0.3017 -0.0651 0.4331 0.3264 0.3453 -0.1366 0.4362 0.7469 0.8005 -1.0778 -1.0250 0.4493 -0.3567 -0.3969 -0.7936 0.2862 -0.6209 -0.8890 -0.7047

---

(4)
C21H26CrFN4O5Si | wB97M-V/def2-TZVPD

```
59
C21H26CrFN4O5Si (wB97M-V/def2-TZVPD)
C -17.2948 -1.5200 -5.2149
H -14.6663 0.6023 -7.9595
H -11.0518 2.0313 -2.1452
N -16.9939 -0.1746 -5.1010
C -11.8720 1.3572 -2.0185
H -15.6482 2.1443 -4.4501
H -17.6769 0.4992 -8.4595
H -16.4946 3.1362 -5.7967
N -19.5721 0.5123 -2.8502
H -13.2539 2.9850 -1.2408
C -18.6934 -1.9093 -5.2168
H -13.1468 -0.1670 0.6413
N -16.1807 1.3794 -2.1244
C -17.9973 -4.1892 -4.9416
H -22.4774 2.2340 -3.0098
H -11.9790 -1.6752 -0.7656
C -13.5543 -0.2580 -0.4290
H -12.8626 -1.3141 -2.2285
C -16.3349 -2.5494 -5.1998
C -16.6516 -3.8673 -5.0903
F -14.9669 -2.2422 -5.3892
H -17.3508 2.3069 -8.1557
C -22.0291 0.6296 -1.5915
H -18.5144 1.4206 -7.2659
O -17.7390 -1.7376 -1.6362
C -21.7844 1.4650 -2.6676
H -14.7385 2.4474 -5.9522
N -14.0358 1.0724 -0.9273
H -14.4215 -0.9422 -0.4564
H -19.4856 -1.1645 -5.1569
O -18.8800 2.6058 -4.6280
H -14.1433 -0.1376 -6.4420
C -19.8198 -0.4059 -1.8387
H -18.2994 -5.2903 -4.8896
C -20.0213 2.3919 -4.2078
H -15.1884 -1.0448 -7.4161
C -15.1446 1.1525 -1.5898
C -12.4232 -0.8822 -1.2920
H -12.3728 1.2859 -3.0108
H -12.4262 2.0196 0.0973
C -20.5313 1.5092 -3.2097
H -21.2740 -1.0857 -0.4234
C -18.9809 -3.2148 -4.9724
H -22.9295 0.7278 -0.9854
C -12.8896 2.0103 -0.9472
Si -16.4071 0.8232 -6.3480
O -19.6007 -2.7481 -1.0434
O -21.0263 3.1114 -4.7500
H -15.9234 -4.6388 -5.0292
H -19.9768 -3.5871 -4.9446
C -15.7458 2.3407 -5.5619
H -20.5683 -2.6816 -1.1551
C -21.0723 -0.3790 -1.2428
C -18.9421 -1.6943 -1.5389
C -14.9815 -0.0130 -7.1164
Cr -17.6151 0.6448 -3.3666
C -17.5937 1.2913 -7.7279
H -20.6047 3.6981 -5.4372
O -11.3606 0.1011 -1.5843
```

## Properties
E_HOMO (alpha / beta) = -9.86 / -10.35 eV
multiplicity = 5
HOMO-LUMO gap (alpha / beta) = 5.2556 / 5.5793 eV
charge = +1

Just the Mulliken charges please, in e? Sure, here they are: 0.2766 0.3536 0.3995 0.3975 -0.4153 0.0422 0.3265 0.2024 0.2786 0.4438 -0.3578 0.2822 -0.6891 -0.3829 0.5246 0.3781 -0.5902 0.2292 0.4266 -0.6400 -0.3540 0.3170 -0.6979 0.2839 -0.4908 -0.3991 0.4557 -0.0581 0.3635 0.5785 -0.4824 0.2995 0.7936 0.2849 0.1468 0.3336 0.6461 -0.4146 0.2705 0.2645 0.3092 0.5235 -1.0088 0.4564 -0.6047 0.1535 -0.4809 -0.4634 0.4906 0.5163 -0.7869 0.3539 -0.7435 0.4956 -1.2808 0.5318 -1.1049 0.3823 -0.3664